(1)
ORCA calculation (ωB97M-V/def2-TZVPD) on C26H31BN4O5S3Sc as an isolated structure in a non-equilibrium geometry.

gap between HOMO and LUMO = 7.54 eV
lowest unoccupied orbital energy = -2.847 eV
total charge = +1
E_HOMO = -10.39 eV

Atoms and positions in Å:
Sc -1.5673 0.8821 -0.6915
C 0.0005 -2.4348 -3.0676
C -0.7570 -1.1580 -2.8564
O -1.1060 -0.9036 -1.6711
C -1.0819 -0.2974 -3.9562
C -0.9119 -0.7528 -5.2872
C -1.2379 0.0316 -6.3559
C -1.7288 1.3304 -6.1241
C -1.8833 1.8164 -4.8526
C -1.5656 1.0262 -3.7285
O -1.6907 1.5294 -2.5370
H 0.2090 -2.8856 -2.1012
H 0.9349 -2.2395 -3.5937
H -0.5788 -3.1365 -3.6707
H -0.5343 -1.7525 -5.4576
H -1.1172 -0.3339 -7.3659
H -1.9795 1.9594 -6.9694
H -2.2385 2.8223 -4.6704
N -0.9626 3.7326 1.5296
C -2.2477 3.5983 1.1313
N -2.6506 2.6899 0.2782
C -4.0266 2.7543 0.0846
C -4.6596 3.7023 0.8014
S -3.5228 4.5881 1.7547
C -4.6227 1.8013 -0.8507
C -5.7745 1.9493 -1.5345
S -6.0638 0.5572 -2.5092
C -4.5840 -0.1338 -1.9311
N -3.9316 0.6203 -1.0878
N -4.1886 -1.3814 -2.2829
H -0.2707 3.2307 0.9858
H -0.6745 4.5821 1.9827
H -5.7139 3.9184 0.8484
H -6.4494 2.7889 -1.5453
H -4.5741 -1.8087 -3.1059
H -3.2553 -1.6460 -2.0100
C 5.0979 -0.9807 4.2395
C 5.1013 -1.7555 2.9115
C 6.5551 -1.9618 2.4834
C 4.4609 -3.1336 3.1218
C 4.2981 -0.9623 1.8777
C 4.8802 -0.4316 0.7255
C 4.1616 0.3229 -0.2039
C 2.8298 0.5300 0.0573
O 1.8890 1.2182 -0.6708
B 0.6674 1.1224 0.0023
O 0.9053 0.3616 1.1903
C 2.2371 0.0073 1.1893
C 2.9355 -0.7341 2.1113
H 5.7087 -1.4983 4.9826
H 4.0884 -0.8801 4.6428
H 5.5080 0.0209 4.0968
H 7.0711 -2.5536 3.2408
H 7.0836 -1.0114 2.3888
H 6.6249 -2.4975 1.5345
H 5.0447 -3.7132 3.8401
H 4.4252 -3.6894 2.1823
H 3.4428 -3.0542 3.5075
H 5.9282 -0.6033 0.5277
H 4.6340 0.7288 -1.0890
H 2.4355 -1.1264 2.9887
C -2.9447 -1.5313 3.0465
S -1.4869 -0.8174 2.2937
C -1.2486 0.4988 3.4801
O -2.0560 -0.1278 1.0607
H -2.6607 -1.9646 4.0051
H -3.3058 -2.3134 2.3814
H -3.7023 -0.7588 3.1683
H -1.0983 0.0538 4.4634
H -2.1357 1.1321 3.4669
H -0.3680 1.0564 3.1728

Cartesian forces, eV/Å:
Sc -1.0768 0.2654 -0.0320
C -0.0086 -0.0370 0.0226
C -0.0492 -0.0044 -0.0059
O 0.1619 -0.2538 -0.1600
C 0.0309 0.0812 0.0582
C 0.0206 -0.0457 0.0477
C -0.0214 0.0464 -0.0277
C 0.0294 -0.0638 -0.0117
C -0.0415 0.0765 -0.0058
C 0.0502 -0.0791 -0.0772
O 0.1982 0.2070 -0.4399
H 0.0086 0.0092 -0.0079
H -0.0092 -0.0125 -0.0137
H 0.0050 0.0153 -0.0081
H 0.0059 0.0268 -0.0108
H 0.0009 0.0019 0.0135
H -0.0012 0.0060 0.0214
H -0.0045 -0.0189 -0.0066
N -0.1087 -0.0140 0.0227
C -0.0027 0.1148 0.0171
N 0.0227 -0.1517 -0.1373
C 0.0650 0.0259 0.0296
C -0.0528 0.0595 0.0399
S 0.0602 -0.0259 -0.0046
C 0.0462 -0.0559 -0.0072
C -0.0771 0.0274 -0.0213
S 0.0309 -0.0830 0.0221
C -0.1192 -0.0123 0.0032
N -0.0664 0.1596 0.1050
N 0.0125 0.0839 0.0437
H 0.0267 -0.0050 -0.0139
H 0.0215 0.0080 -0.0116
H 0.0322 0.0033 -0.0218
H 0.0284 -0.0166 0.0014
H 0.0259 -0.0078 -0.0170
H 0.0000 -0.0315 -0.0284
C 0.0133 -0.0183 -0.0401
C -0.0034 0.0422 0.0243
C -0.0422 0.0157 -0.0011
C -0.0032 -0.0198 -0.0290
C 0.0247 0.0141 0.0151
C -0.0259 -0.0022 -0.0293
C 0.0431 0.0259 -0.0425
C -0.0166 0.0046 0.0465
O -0.0331 0.1769 -0.1609
B 0.7649 -0.3394 0.3469
O 0.0434 0.1128 0.0547
C 0.0218 0.0124 0.0034
C -0.0610 -0.0113 0.0288
H -0.0257 -0.0049 -0.0090
H 0.0172 0.0060 -0.0074
H -0.0012 -0.0091 0.0262
H 0.0080 0.0056 -0.0112
H 0.0079 -0.0213 -0.0147
H 0.0093 0.0044 0.0206
H -0.0171 0.0123 -0.0033
H 0.0027 -0.0029 0.0266
H 0.0190 -0.0033 -0.0129
H -0.0061 0.0062 0.0222
H -0.0087 -0.0141 0.0258
H 0.0309 0.0118 -0.0103
C 0.0157 -0.0267 -0.0931
S -0.1093 -0.0387 0.1854
C 0.0321 0.0288 -0.0844
O 0.0298 -0.2411 0.3221
H -0.0119 0.0017 -0.0081
H 0.0138 0.0044 0.0129
H 0.0093 -0.0054 0.0089
H 0.0188 0.0073 -0.0114
H -0.0031 -0.0193 0.0245
H -0.0019 -0.0145 -0.0036

=====

(2)
ORCA calculation (ωB97M-V/def2-TZVPD) on an isolated ion of composition C5H9FN3 and charge +1 in a non-equilibrium geometry.

gap between HOMO and LUMO = 11.24 eV
lowest unoccupied orbital energy = -2.982 eV
ΔE to the lowest compared entry with this formula, charge and spin = 0.000 eV
total charge = +1
E_HOMO = -14.22 eV
structure (SMILES) = NC[C@@H](F)c1c[nH+]c[nH]1

Atoms and positions in Å:
N 1.5377 -1.3106 -0.4531
C 1.9908 0.0248 0.0535
C 0.6874 1.0676 0.2466
F 0.9626 2.2242 -0.6369
C -0.7331 0.6106 0.0699
C -1.8433 1.3524 0.2681
N -2.8649 0.5296 -0.2687
C -2.2870 -0.6359 -0.6356
N -0.9879 -0.6163 -0.4060
H 2.1068 -1.5467 -1.3115
H 1.7055 -1.9409 0.2467
H 2.6354 -0.0168 0.9522
H 2.5187 0.7274 -0.7531
H 0.8251 1.6368 1.1689
H -2.0321 2.3794 0.5254
H -3.8999 0.5771 -0.1277
H -2.8565 -1.5670 -1.0806
H -0.0887 -1.1744 -0.5881

Cartesian forces, eV/Å:
N 0.9837 2.7219 -2.9861
C -1.6002 3.0233 -1.8387
C 2.5169 1.2875 0.2895
F -0.7142 -1.8482 0.2754
C 2.7907 2.2410 1.1543
C -1.4574 -0.9647 -1.3069
N 0.1450 -0.9604 0.7350
C -2.2172 -2.8047 -1.1471
N -1.2336 0.4655 -0.6170
H -0.9376 0.0513 1.4500
H 0.6826 -2.3099 1.8461
H -0.6597 -0.0277 -0.4385
H -0.7044 -2.1699 1.5353
H -0.2819 -0.7666 0.3603
H 0.1790 -0.0590 0.2138
H 1.4307 0.3469 -0.3547
H 1.2037 2.2881 1.1249
H -0.1261 -0.5145 -0.2954

=====

(3)
ORCA calculation (ωB97M-V/def2-TZVPD) on C6H16BaFO6RbS2 as an isolated structure in a non-equilibrium geometry.

gap between HOMO and LUMO = 3.91 eV
lowest unoccupied orbital energy = -9.251 eV
total charge = +2
E_HOMO = -13.17 eV

Atoms and positions in Å:
Rb 5.2098 3.1091 -3.7438
Ba 8.6821 0.1889 1.7777
F 4.2785 0.5724 0.3247
O -3.2918 2.6262 1.9817
S -2.6631 3.7089 2.7834
O -2.9651 5.1409 2.5544
O -2.8633 3.3550 4.4214
C -3.1202 2.0089 4.8813
C -2.3758 1.5832 6.0842
C -0.8477 3.4288 2.6336
H -2.7846 1.4024 4.0402
H -4.2096 1.9727 4.8818
H -1.2863 1.5731 6.1135
H -2.6016 0.5882 6.4677
H -2.6533 2.2508 6.9000
H -0.4648 3.6118 1.6296
H -0.7809 2.4037 2.9980
H -0.2464 4.0291 3.3163
O 1.1060 -3.1951 -6.8882
S 1.4319 -2.6128 -5.6108
O 1.9522 -1.2805 -5.4934
O 0.0459 -2.6345 -4.6904
C 0.0480 -2.0013 -3.3917
C 0.0157 -3.0381 -2.2975
C 2.3962 -3.8864 -4.7967
H -0.8080 -1.3404 -3.5277
H 0.8616 -1.2909 -3.2452
H -0.6988 -3.8463 -2.4537
H -0.1432 -2.6005 -1.3119
H 1.0185 -3.4580 -2.2198
H 3.1431 -4.1157 -5.5568
H 1.7947 -4.7875 -4.6769
H 2.8203 -3.4659 -3.8849

Cartesian forces, eV/Å:
Rb -0.3625 -0.0982 -0.0032
Ba -1.0345 -0.0648 -0.0729
F 1.3589 0.1299 0.0281
O 1.1182 2.4709 1.8210
S -0.3000 -0.0352 -0.5042
O 0.4495 -3.4961 0.9335
O 0.7783 1.9144 -1.4162
C -0.0123 -0.7124 -3.0327
C 0.1712 0.6926 2.3421
C -0.6618 0.0353 0.8393
H -0.3658 -0.5175 -0.0539
H 0.1189 -0.5174 0.7268
H 0.0865 0.3985 -0.9254
H -0.6330 -0.1039 -0.5297
H 0.0167 0.0479 0.2607
H -0.5281 -0.3621 -0.0555
H 0.3063 -0.1409 -0.5393
H -0.5434 0.3132 0.1354
O 0.0299 0.9292 1.0394
S -2.4381 -1.2082 0.4311
O 0.6159 -0.3745 0.0148
O 1.9935 -0.4224 -1.4569
C -0.7175 0.7333 -0.4500
C 0.4076 0.0139 0.3005
C 0.2833 0.7704 -0.5327
H -0.3897 -0.2591 0.8265
H 0.4235 -0.2934 -0.2742
H -0.0299 0.2059 -0.1321
H -0.2952 0.2156 -0.1029
H 0.0036 -0.3330 -0.0925
H 0.3246 0.0505 0.2751
H -0.1794 0.3731 0.2144
H 0.0049 -0.3555 -0.0143

=====

(4)
ORCA calculation (ωB97M-V/def2-TZVPD) on C25H24MnN4O2S2 as an isolated structure in a non-equilibrium geometry.

gap between HOMO and LUMO (spin up / spin down) = 7.17 / 7.78 eV
lowest unoccupied orbital energy (spin up / spin down) = -3.699 / -3.243 eV
ΔE to the lowest compared entry with this formula, charge and spin = 0.412 eV
⟨S²⟩ = 6.067
total charge = +1
multiplicity = 5
E_HOMO (spin up / spin down) = -10.87 / -11.02 eV

Atoms and positions in Å:
Mn 0.5890 0.1408 0.7392
O 0.6293 -0.9787 4.3106
S 0.2492 -1.0377 2.9377
O 1.3155 -1.3086 1.9440
N -0.3369 0.3452 2.3437
C -0.2648 1.5368 3.0016
C -0.6762 1.7740 4.3023
C -0.5150 3.0428 4.8613
C 0.0504 4.0751 4.1527
C 0.4927 3.8754 2.8288
C 1.1388 4.8529 2.0466
C 1.5693 4.5272 0.7843
C 1.3767 3.2310 0.2952
N 0.7791 2.2809 0.9987
C 0.3319 2.5912 2.2475
C -0.9992 -2.2841 2.6793
C -1.1567 -2.8215 1.4147
C -2.1396 -3.7739 1.2096
C -2.9536 -4.1611 2.2619
C -2.7727 -3.6290 3.5293
C -1.7853 -2.6820 3.7441
H -1.1111 0.9713 4.8757
H -0.8320 3.1991 5.8809
H 0.1827 5.0423 4.6104
H 1.2941 5.8430 2.4485
H 2.0742 5.2541 0.1665
H 1.7286 2.9431 -0.6869
H -0.4919 -2.5086 0.6122
H -2.2567 -4.2259 0.2386
H -3.7337 -4.8866 2.0933
H -3.3957 -3.9574 4.3471
H -1.6060 -2.2629 4.7215
C 4.9551 -1.3908 -0.5985
C 4.4900 -0.0720 -1.2336
C 4.8224 -0.0614 -2.7297
C 5.1799 1.1149 -0.5398
C 3.0567 0.0454 -0.9927
C 1.8799 0.1112 -0.6473
H 6.0285 -1.5137 -0.7256
H 4.4478 -2.2327 -1.0630
H 4.7206 -1.3965 0.4626
H 5.9018 -0.1177 -2.8521
H 4.4634 0.8522 -3.1954
H 4.3713 -0.9112 -3.2340
H 6.2546 1.0701 -0.7061
H 4.9935 1.0903 0.5316
H 4.8022 2.0561 -0.9321
S -1.8122 0.2974 -0.5228
C -1.7817 0.0530 -2.1836
N -2.9481 0.2250 -2.8937
C -2.9784 0.1096 -4.2332
C -1.8310 -0.2163 -4.9014
C -0.6762 -0.4338 -4.1158
N -0.6656 -0.3022 -2.8199
H -3.7815 0.4785 -2.3726
H -3.9254 0.2790 -4.7267
H -1.8055 -0.3125 -5.9712
H 0.2592 -0.7273 -4.5743

Cartesian forces, eV/Å:
Mn 0.2657 1.5259 -2.8334
O -0.0996 -0.1108 -0.2094
S -0.8264 -0.4473 1.7011
O -0.0270 -0.1500 -0.6306
N -0.8090 -2.0696 0.4858
C 0.1066 2.0052 1.3387
C 0.1109 -0.3974 -0.9971
C 0.2346 0.6118 -0.0402
C -0.1546 -0.2142 0.2806
C -0.0726 -0.4837 -0.2083
C -0.0147 -0.2235 -0.2872
C -0.0636 0.2080 0.2340
C -0.1287 -0.5796 -0.0477
N 0.1631 -0.1239 0.0552
C -0.2504 0.1718 0.7822
C 0.4518 0.4202 0.0150
C 0.2714 0.0612 -0.2888
C 0.0845 0.0846 -0.0019
C -0.0279 -0.0021 0.0325
C 0.0123 0.0524 -0.0210
C 0.0180 0.0828 0.2068
H -0.0352 -0.0582 0.0718
H -0.0279 0.0749 0.0721
H -0.0005 0.1382 0.0414
H 0.0195 0.0984 0.0348
H 0.0061 0.0040 -0.0545
H 0.0242 -0.0396 0.0105
H -0.1805 -0.1955 0.0336
H -0.0434 -0.0079 -0.1469
H -0.0477 -0.1268 0.0013
H -0.0279 0.0113 0.0703
H -0.0338 0.0136 0.1440
C -0.0761 0.0758 -0.0437
C 0.3790 0.0360 -0.0549
C -0.0950 0.0130 0.1789
C -0.0582 -0.1235 -0.0349
C -1.2677 0.0430 0.3494
C 1.3693 -0.2665 -0.5552
H 0.1071 0.0137 -0.0187
H -0.0100 -0.1007 -0.0432
H 0.0216 -0.0388 0.1230
H 0.0886 -0.0024 -0.0614
H -0.0115 0.1101 -0.0968
H -0.0605 -0.0975 -0.0716
H 0.0818 0.0002 -0.0209
H -0.0093 0.0051 0.0928
H 0.0170 0.1216 -0.0588
S 0.1724 0.0047 0.7478
C -0.1704 0.0760 0.3613
N 0.3323 0.0277 0.2114
C 0.3120 -0.1433 -0.5122
C -0.0458 0.0311 0.2498
C -0.5219 0.0817 -0.4295
N 0.4256 -0.1390 0.0498
H 0.1538 -0.0472 -0.0564
H -0.0072 0.0098 0.0715
H -0.0844 -0.0117 -0.1367
H 0.0602 -0.0134 -0.0853

=====

(5)
ORCA calculation (ωB97M-V/def2-TZVPD) on a 2-piece molecular cluster, C17H19NO overall in a non-equilibrium geometry.

gap between HOMO and LUMO = 8.64 eV
lowest unoccupied orbital energy = 0.681 eV
ΔE to the lowest compared entry with this formula, charge and spin = 3.974 eV
total charge = 0
E_HOMO = -7.96 eV
structure (SMILES) = Cc1c[nH]c2ccccc12.CCc1ccc(O)cc1

Atoms and positions in Å:
C -0.6754 -0.3125 3.4423
C 0.4809 0.5699 3.8192
C 0.7413 1.6624 4.5788
N 2.0587 2.0738 4.3844
C 2.6275 1.3308 3.3318
C 3.8142 1.5093 2.5981
C 4.0714 0.6645 1.5414
C 3.1494 -0.3635 1.1195
C 1.8503 -0.4361 1.8066
C 1.5540 0.3787 2.8603
H -1.5968 0.1617 3.8258
H -0.4764 -1.1845 4.1329
H -0.6818 -0.4819 2.3150
H 0.2389 2.1202 5.4360
H 2.6767 2.5287 4.9738
H 4.5987 2.3636 2.9345
H 4.9943 0.7556 1.0138
H 3.4647 -0.9769 0.3464
H 1.0214 -1.1533 1.5482
C -2.3775 1.9398 -2.6541
C -1.4923 1.2430 -3.7373
C -1.4498 -0.2107 -3.4483
C -0.9336 -0.7170 -2.2690
C -1.1944 -1.9819 -1.7083
C -1.7857 -2.8581 -2.6112
O -2.1095 -4.1581 -2.3483
C -2.0856 -2.4057 -3.9287
C -1.9773 -1.1173 -4.3581
H -3.3802 1.5251 -2.3940
H -2.5143 2.9529 -2.7698
H -1.8489 1.8634 -1.7125
H -1.8401 1.4735 -4.7671
H -0.5834 1.7901 -3.8344
H -0.8145 0.1188 -1.4531
H -0.9926 -2.1098 -0.6771
H -1.9444 -4.4323 -1.4058
H -2.3934 -3.3125 -4.5534
H -2.1944 -0.8137 -5.3784

Cartesian forces, eV/Å:
C -0.4718 0.3671 1.8499
C -0.3929 -0.0898 -3.0923
C 0.8625 -0.4096 1.5380
N 0.0051 -1.7611 -3.1493
C -2.0434 -0.5933 -1.2218
C 0.9712 2.0459 2.1090
C -1.4892 -1.6589 -0.4434
C -1.7839 2.8611 3.5577
C 0.9862 -1.5310 -2.0034
C 3.9239 3.2417 2.9221
H 0.0358 -0.4772 -0.5877
H -0.6989 0.0898 -1.4796
H -0.2820 -0.1039 1.8427
H -0.2013 -0.3742 -0.5829
H 0.5873 1.2561 1.5565
H -1.9159 -2.1820 -0.9223
H 0.4723 0.0486 -0.3022
H 0.0390 -1.2105 -1.3514
H 1.3782 0.4800 -0.2619
C 0.1392 -2.0854 0.6967
C -1.8875 1.3396 -0.3595
C 0.9979 -0.4853 -0.5846
C -1.5232 2.7599 3.3787
C -0.1703 0.7424 -2.5670
C 0.2329 0.5646 -0.0407
O 0.0504 -0.7028 1.1768
C -0.4871 -3.6288 0.0132
C 0.5248 -0.1415 -0.0050
H 0.6906 -0.2003 -0.8714
H -0.2197 2.4217 -0.7844
H 0.2680 -0.0543 0.3225
H -0.6195 -0.6607 0.5141
H 1.3223 0.0065 0.8147
H 0.7040 -1.6575 -1.5940
H 0.2021 -0.6306 0.7340
H -0.0806 0.7949 -1.4605
H 0.1524 1.7496 0.4497
H -0.2790 -0.1310 0.1888

=====

(6)
ORCA calculation (ωB97M-V/def2-TZVPD) on a 4-piece molecular cluster, C4H18N2O3 overall in a non-equilibrium geometry.

gap between HOMO and LUMO = 9.40 eV
lowest unoccupied orbital energy = 0.635 eV
ΔE to the lowest compared entry with this formula, charge and spin = 1.017 eV
total charge = 0
E_HOMO = -8.77 eV
structure (SMILES) = NCCCCN.O.O.O

Atoms and positions in Å:
N 0.9314 -2.0773 -1.6542
C -0.4592 -1.6292 -1.5762
C -0.5928 -0.1515 -1.2219
C 0.2850 0.2461 -0.0004
C -0.5538 0.3123 1.2881
N -1.1708 1.6053 1.6046
H 1.1605 -2.6153 -0.8325
H 1.1586 -2.5843 -2.4927
H -1.0726 -2.2399 -0.8999
H -0.8877 -1.8601 -2.5568
H -1.5853 0.1770 -0.9012
H -0.3617 0.4109 -2.1224
H 0.8597 1.1592 -0.1380
H 0.9821 -0.5749 0.1491
H -1.3530 -0.4224 1.1584
H 0.0371 0.0088 2.1588
H -1.0613 2.3449 0.9296
H -0.9000 1.9798 2.4963
O -3.7674 -0.6642 0.5679
H -4.6634 -0.4437 0.8508
H -3.4296 -1.0131 1.4025
O 3.8328 -0.5698 -1.1778
H 3.8234 -0.5997 -2.1382
H 3.2657 -1.2897 -0.8895
O 1.3240 2.9158 1.8766
H 1.1767 2.4411 1.0555
H 1.3080 2.1926 2.5121

Cartesian forces, eV/Å:
N 0.1503 0.2947 0.6445
C -0.7228 -0.5238 -0.4306
C 0.3382 0.9239 0.4397
C -0.4359 -0.7783 0.1961
C -0.1114 0.4905 0.0114
N -0.6458 -0.2568 -0.0462
H 0.2229 -0.2735 -0.2047
H -0.1697 -0.2118 0.0552
H 0.3198 0.0244 0.1876
H -0.2327 0.4710 0.0607
H -0.3456 -0.5936 -0.5708
H 0.3032 0.2747 0.0262
H 0.0753 -0.0602 -0.3120
H 0.4567 0.2492 -0.0351
H 0.0836 -0.1723 0.1637
H 0.0564 -0.0935 -0.1167
H 0.0981 -0.1928 -0.2226
H 0.0866 -0.0388 0.0193
O -0.3683 -0.2203 0.5905
H -0.0857 0.1969 -0.4417
H 0.3854 -0.0036 -0.1883
O 0.3548 0.1348 0.1644
H -0.1464 -0.0646 0.0278
H -0.2360 0.0529 -0.2264
O 0.4114 0.0554 0.2249
H 0.0355 0.1695 -0.1758
H 0.1219 0.1458 0.1590